{"formula": "C35H84F3N7O19", "method": "wB97M-V/def2-TZVPD", "species": ["C", "C", "C", "C", "C", "C", "N", "O", "C", "C", "C", "H", "H", "H", "H", "H", "H", "H", "H", "H", "H", "H", "H", "H", "H", "H", "H", "H", "H", "C", "O", "O", "C", "F", "F", "F", "C", "C", "H", "H", "H", "H", "H", "H", "C", "C", "O", "O", "H", "H", "H", "H", "H", "H", "C", "C", "O", "O", "H", "H", "H", "H", "H", "H", "C", "C", "O", "O", "H", "H", "H", "H", "H", "H", "C", "C", "O", "O", "H", "H", "H", "H", "H", "H", "C", "C", "O", "O", "H", "H", "H", "H", "H", "H", "O", "C", "N", "C", "H", "H", "H", "H", "H", "O", "C", "N", "C", "H", "H", "H", "H", "H", "O", "C", "N", "C", "H", "H", "H", "H", "H", "O", "C", "N", "C", "H", "H", "H", "H", "H", "O", "C", "N", "C", "H", "H", "H", "H", "H", "O", "C", "N", "C", "H", "H", "H", "H", "H"], "positions_angstrom": [[0.52876, 8.40471, -11.15969], [0.64093, 8.41359, -9.67367], [-0.15655, 9.60500, -9.11511], [-1.62027, 9.39139, -8.93416], [-1.79494, 8.30834, -7.92302], [-1.08697, 6.93467, -8.28599], [0.21984, 7.09031, -8.99079], [0.85143, 5.89419, -9.38882], [-1.96096, 6.14270, -9.21421], [-0.71974, 6.22133, -6.91019], [2.11485, 8.71680, -9.11993], [1.01648, 9.30755, -11.52726], [-0.45200, 8.51787, -11.62165], [1.00616, 7.52325, -11.58772], [0.01533, 10.39227, -9.84912], [0.31512, 9.92908, -8.18742], [-2.07358, 9.11959, -9.88744], [-2.05622, 10.35386, -8.66640], [-2.85306, 8.05125, -7.87427], [-1.56122, 8.72612, -6.94376], [-2.96690, 6.14266, -8.79448], [-1.63865, 5.10173, -9.23871], [-1.96378, 6.56644, -10.21847], [-1.40795, 6.42055, -6.08875], [0.30134, 6.50551, -6.65577], [-0.82369, 5.14294, -7.03007], [2.83693, 8.00253, -9.51555], [2.15729, 8.77654, -8.03240], [2.43463, 9.67773, -9.52300], [0.01129, -0.88620, 1.80295], [-1.08226, -0.01557, 1.40008], [-0.31848, -2.15528, 1.28647], [1.53841, -0.41506, 1.30470], [1.93247, 0.60641, 1.97065], [2.52655, -1.29325, 1.60856], [1.59443, -0.11212, 0.02278], [-1.00243, 1.40528, 1.47602], [-2.26486, 2.01243, 0.97687], [-2.34861, 1.85194, -0.09799], [-3.19476, 1.64769, 1.41313], [-2.28617, 3.08262, 1.18268], [-0.12944, 1.75873, 0.92734], [-0.83529, 1.78041, 2.48570], [-0.05502, -0.83046, 2.88950], [-6.95511, -6.95417, -0.42768], [-5.50530, -7.14843, 0.08457], [-5.25332, -6.36422, 1.35305], [-7.85365, -8.11137, -0.34557], [-6.89184, -6.72847, -1.49217], [-7.49963, -6.12960, 0.03243], [-4.70952, -6.96835, -0.63821], [-5.35881, -8.15112, 0.48613], [-4.43117, -5.88627, 1.22177], [-8.58737, -8.22956, -0.95327], [-7.12706, 0.24916, -5.27054], [-7.35481, 0.19321, -3.82371], [-8.51438, -0.53044, -3.58610], [-8.04405, 1.17064, -5.94054], [-7.20146, -0.75106, -5.69728], [-6.09129, 0.55048, -5.42709], [-7.51508, 1.15130, -3.32925], [-6.57459, -0.34159, -3.28210], [-9.01243, -0.10111, -2.88666], [-8.52340, 0.66867, -6.60374], [3.79575, -2.86487, 8.45421], [4.09545, -1.80878, 9.50510], [3.39211, -0.55170, 9.42739], [2.45143, -3.24491, 8.66646], [4.49660, -3.67700, 8.64747], [3.98509, -2.36483, 7.50437], [5.11610, -1.45142, 9.36850], [3.87310, -2.23092, 10.48514], [2.49872, -0.79740, 9.67855], [2.34875, -3.87875, 7.95280], [9.12699, 1.19922, 1.98511], [9.17408, 0.12409, 3.15877], [9.55747, -1.18471, 2.69537], [10.18055, 1.08229, 1.16554], [8.91533, 2.17284, 2.42712], [8.24437, 1.09065, 1.35480], [8.14951, -0.04641, 3.48934], [9.81564, 0.43939, 3.98162], [9.64878, -1.81313, 3.41534], [10.42372, 0.16570, 1.31500], [0.27690, -5.04640, -4.10493], [-0.71999, -3.89068, -4.22194], [-1.76355, -3.78318, -3.27878], [1.07762, -4.97048, -2.99287], [0.98110, -5.16155, -4.92893], [-0.19010, -6.03060, -4.14184], [-1.13084, -3.90205, -5.23148], [-0.25024, -2.90813, -4.17671], [-1.43736, -3.55573, -2.40502], [0.50905, -4.86381, -2.22675], [6.92484, -9.74325, 3.22528], [6.94485, -8.92699, 2.27445], [8.15857, -8.45259, 2.04874], [5.85836, -8.47952, 1.29427], [8.73082, -8.46277, 2.88092], [8.37191, -7.68729, 1.42511], [4.85773, -8.71446, 1.65706], [6.03985, -8.82338, 0.27596], [5.97428, -7.39676, 1.24641], [-8.88008, -0.86822, 5.87518], [-8.21901, -1.78994, 5.45408], [-7.27096, -1.62871, 4.59119], [-8.34728, -3.09679, 6.20250], [-7.02379, -0.66311, 4.42805], [-6.79468, -2.44135, 4.22669], [-8.05297, -3.84563, 5.46716], [-9.41960, -3.00852, 6.37697], [-7.66920, -3.25862, 7.04043], [-1.78889, -8.90412, 6.81653], [-1.87726, -7.72142, 6.49224], [-1.08152, -7.26605, 5.56560], [-2.90919, -6.78559, 7.08650], [-1.17696, -6.38737, 5.07680], [-0.60696, -8.03125, 5.10803], [-2.61723, -5.73756, 7.01960], [-2.64645, -6.88272, 8.13988], [-3.94488, -7.11445, 7.00090], [6.62910, 5.88254, 6.44511], [5.43220, 5.88371, 6.52389], [4.91807, 6.19088, 7.75609], [4.59737, 5.58952, 5.30266], [5.58347, 6.11246, 8.51187], [3.98072, 6.43603, 8.04132], [5.19588, 5.28697, 4.44339], [3.97548, 6.47278, 5.15703], [3.86327, 4.86020, 5.64511], [-3.41292, 3.48998, 9.71326], [-4.16596, 2.78416, 8.96273], [-5.52520, 2.94517, 9.05034], [-3.62631, 1.68991, 8.03431], [-6.03582, 3.59712, 9.62856], [-6.18810, 2.50946, 8.42519], [-2.63521, 1.39593, 8.37982], [-3.65540, 2.09044, 7.02098], [-4.25570, 0.80119, 8.08050], [6.95018, -2.69576, -6.75235], [6.24282, -2.30792, -5.80392], [6.21269, -2.96664, -4.72458], [5.36026, -1.07855, -6.11785], [7.09766, -3.41694, -4.53977], [5.41777, -2.94720, -4.10182], [4.83067, -1.04527, -7.06997], [5.97804, -0.18132, -6.15575], [4.67437, -0.91292, -5.28705]], "forces_ev_per_a": [[0.508, -0.546, -1.335], [1.144, 0.473, 2.776], [0.519, 0.112, -0.336], [0.077, 0.192, -0.796], [-0.501, -0.565, -0.114], [0.752, 1.047, 2.366], [2.275, -4.710, -3.424], [-3.246, 6.894, 2.340], [-0.523, -0.876, 0.007], [-0.556, -0.459, -1.017], [-0.384, -0.657, -1.420], [0.494, -0.137, 0.107], [-0.437, -0.393, 0.654], [0.073, 0.108, -0.106], [0.108, 0.155, 0.102], [-0.220, 0.056, 0.140], [-0.100, -0.083, -0.147], [-0.281, -0.216, 0.335], [-0.014, -0.143, 0.209], [0.517, -0.465, 0.108], [-0.062, 0.063, -0.178], [0.143, 0.109, -0.260], [-0.135, -0.059, 0.027], [-0.019, 0.661, -0.235], [-0.176, -0.186, 0.265], [0.567, -0.063, -0.201], [-0.085, -0.242, 0.248], [-0.171, -0.244, -0.116], [-0.268, 0.144, 0.032], [-1.073, -2.954, -2.562], [0.525, 0.603, -0.530], [1.515, 3.103, 1.512], [-1.885, -2.253, 0.839], [0.262, 3.644, 1.680], [-0.660, -1.190, -0.725], [-0.075, -0.200, -1.002], [0.842, -0.651, 0.776], [-0.774, 0.398, -0.825], [-0.091, 0.110, -0.088], [0.269, -0.464, 0.282], [0.255, 0.147, -0.169], [-0.049, 0.158, -0.396], [0.076, -0.328, 0.564], [0.824, -0.188, 0.548], [-1.123, -0.319, -1.586], [-0.514, -0.209, 2.778], [-0.458, -0.353, -1.769], [1.586, -0.544, 1.539], [0.151, 0.280, -0.109], [0.608, 0.158, 0.366], [-0.383, 0.330, -0.141], [-0.331, -0.360, -0.661], [0.020, 0.113, 0.004], [0.456, 0.943, -0.413], [0.270, 0.776, -1.370], [-0.323, 0.036, 1.581], [-1.857, -0.967, 0.282], [0.848, -0.709, 0.556], [-0.219, -0.083, 0.069], [0.050, 0.372, -0.299], [0.657, 0.518, -0.484], [0.714, 0.227, -0.323], [-0.083, -0.192, -0.085], [-0.047, 0.017, 0.076], [0.254, 1.909, 1.338], [0.451, 1.034, 0.041], [-0.355, -1.109, -0.337], [0.359, -0.519, -0.911], [0.038, -0.225, -0.262], [-0.233, -0.425, -0.464], [0.316, -0.633, 0.446], [0.510, -0.151, 0.179], [-0.403, 0.407, -0.114], [-0.942, -0.287, 0.079], [-2.811, -1.199, 1.917], [-1.256, -0.024, -0.456], [0.607, 0.586, -1.078], [2.604, 0.100, -0.853], [0.918, 0.300, 0.254], [-0.696, -0.667, 0.260], [-0.110, 0.757, 0.462], [0.063, 0.159, -0.085], [-0.016, 0.320, 0.166], [0.692, -0.331, -0.586], [-0.579, -0.503, -0.777], [0.644, 0.904, -0.716], [-0.646, -1.168, -0.010], [0.867, 0.345, 1.574], [-0.167, 0.875, -0.471], [-0.864, -0.058, 0.172], [-0.546, -0.315, 0.113], [0.949, -0.132, -0.130], [0.245, 0.183, 0.007], [0.129, -0.069, 0.317], [-1.899, 1.333, -1.558], [-0.454, -2.804, 1.635], [2.314, 2.068, -0.642], [0.325, 0.250, 0.861], [0.199, -0.353, -0.244], [-0.364, -0.080, -0.051], [0.209, -0.171, -0.168], [-0.032, -0.380, 0.188], [-0.301, 0.145, -0.023], [-0.937, 1.417, -0.154], [-0.655, -0.238, 4.028], [2.045, -0.042, -2.179], [-0.189, -0.141, -2.075], [0.205, -0.356, -0.636], [0.320, 0.627, -0.084], [-0.570, -0.741, 0.176], [0.180, -1.177, 0.748], [-0.366, 0.651, 0.165], [-0.357, 0.519, 0.337], [-2.204, -1.628, 1.123], [1.796, 0.935, -2.242], [1.525, -0.094, 1.750], [-0.133, -0.196, 0.248], [0.363, 0.361, -0.171], [-0.760, 0.177, -1.077], [-0.460, -0.430, 0.473], [0.234, 0.374, -0.456], [1.869, -0.446, -0.403], [0.179, 0.439, -0.072], [-0.922, -0.097, 0.572], [-1.171, 0.370, 1.593], [0.010, 0.241, -0.284], [0.039, -0.356, -0.596], [-0.173, 0.157, 0.334], [0.125, 0.173, -0.623], [0.042, -0.494, -0.522], [-2.047, -2.252, -2.547], [1.595, 2.067, 3.034], [-0.776, -0.459, -0.808], [-0.664, 0.528, 0.662], [1.098, 0.267, 0.289], [0.605, -0.414, -0.189], [-0.011, 0.368, -0.305], [0.349, -0.196, -0.069], [-0.161, 0.080, -0.077], [0.255, 0.650, 0.977], [-0.115, 2.256, -7.825], [-0.276, -1.548, 4.547], [-0.063, 0.060, 1.452], [-0.586, -0.678, 0.365], [0.597, 0.111, 0.305], [0.118, -0.821, 0.107], [0.395, -0.165, 0.190], [-0.350, 0.132, -0.102]], "lowdin_charge": [-0.023, -0.429, -0.167, -0.192, -0.125, -0.438, 0.055, 0.080, -0.014, 0.014, 0.001, 0.102, 0.095, 0.097, 0.131, 0.124, 0.118, 0.130, 0.121, 0.127, 0.103, 0.095, 0.097, 0.089, 0.089, 0.085, 0.087, 0.088, 0.092, -0.359, -0.110, -0.161, -0.613, 0.161, 0.111, 0.158, -0.304, -0.092, 0.075, 0.075, 0.072, 0.107, 0.112, 0.140, -0.198, -0.155, -0.112, -0.104, 0.102, 0.112, 0.111, 0.110, 0.061, 0.073, -0.231, -0.294, -0.060, -0.067, 0.125, 0.113, 0.127, 0.122, 0.089, 0.075, -0.263, -0.248, -0.070, -0.055, 0.119, 0.122, 0.119, 0.118, 0.072, 0.085, -0.293, -0.192, -0.092, -0.032, 0.116, 0.109, 0.109, 0.113, 0.085, 0.076, -0.283, -0.248, -0.058, -0.050, 0.120, 0.114, 0.114, 0.117, 0.085, 0.086, -0.005, -0.576, 0.125, -0.001, 0.115, 0.103, 0.083, 0.083, 0.073, 0.025, -0.679, 0.172, -0.004, 0.125, 0.117, 0.069, 0.087, 0.088, 0.014, -0.641, 0.159, -0.008, 0.115, 0.120, 0.073, 0.079, 0.089, 0.039, -0.615, 0.135, -0.005, 0.103, 0.098, 0.088, 0.079, 0.079, -0.031, -0.525, 0.131, -0.012, 0.106, 0.096, 0.082, 0.080, 0.072, -0.009, -0.629, 0.173, -0.008, 0.133, 0.126, 0.077, 0.076, 0.062], "e_homo_ha": -0.23828, "gap_ha": 0.03900, "charge": 0}